# C4H9N4O2

The ion C4H9N4O2 with charge +1 at a distorted geometry (ωB97M-V/def2-TZVPD, the Open Molecules 2025 dataset).

Each line ends with the Mulliken charge.
Cartesian coordinates (Å):
N  -0.925859  0.231223  3.634780  -0.465
C  -1.836750  0.406339  2.590711  -0.199
O  -2.041092  -0.877409  1.895246  -0.234
N  -0.829032  -1.424556  1.513140  -0.487
N  -0.308432  -0.975660  0.180933  0.078
C  0.007863  -0.463445  -0.815997  0.465
C  0.451560  -0.051989  -2.050152  -0.769
C  1.652387  0.566834  -2.557195  0.948
N  1.782449  0.928457  -3.883669  -0.433
O  2.710667  0.689638  -1.836985  -0.459
H  -0.041483  -0.235119  3.319130  0.265
H  -1.366852  0.031983  4.518296  0.231
H  -2.818450  0.761355  2.833075  0.286
H  -1.399562  0.935008  1.740308  0.289
H  -1.157967  -2.457295  1.278094  0.362
H  -0.372315  -0.062003  -2.773554  0.239
H  1.007115  0.783544  -4.485259  0.230
H  2.710577  0.751213  -4.246451  0.265
H  2.775176  0.461880  -0.854453  0.388

Cartesian forces, eV/Å:
0.5 0.7 -0.4
2.1 -0.8 -1.2
-0.5 -0.8 -1.1
-0.7 -2.4 -1.1
-1.3 -0.1 0.7
1.2 0.0 0.4
-0.5 1.3 -1.7
-2.3 -1.6 0.1
0.7 -0.6 2.9
2.1 0.4 1.4
-1.5 0.6 1.2
0.6 -0.5 0.1
-0.3 0.1 0.3
-0.1 1.0 0.4
1.2 2.6 0.5
0.3 -0.2 0.2
-0.5 -0.2 -0.4
-0.1 0.4 -0.2
-0.9 0.2 -2.1

**Strongest force on any atom**: 0.06016 Eh/bohr
**HOMO-LUMO gap**: 9.16 eV
**Calculated total energy**: -526.9126 a.u.
**Total charge**: +1
**SMILES**: NCONN=C=CC(=[NH2+])O
**Lowest unoccupied orbital energy**: -3.667 eV
**M**: 145.142 g/mol